{"formula": "C4H5ClN2", "method": "the ωB97M-V functional and the def2-TZVPD basis", "spin_multiplicity": 1, "lumo_ev": [0.01, -0.50], "mol_weight_g_mol": 116.55, "homo_energy_ev": [-8.92, -8.49], "fmax_ev_per_a": 5.4, "charge": 0, "e_tot_ha": -724.85025, "orbital_gap_ev": [8.924, 7.991], "species": ["C", "C", "C", "C", "N", "N", "Cl", "H", "H", "H", "H", "H"], "positions_angstrom": [[-0.66038, 0.39683, 0.11810], [0.57108, -0.41716, 0.35357], [0.06036, -0.12956, -0.99459], [-1.38546, -2.24881, -1.57333], [-1.90275, -2.97892, -0.44833], [-0.92378, -3.48125, -1.01654], [-2.16953, -2.10394, -3.10400], [-1.52792, -0.11041, 0.42832], [-0.40231, 1.53504, 0.18361], [1.51278, 0.09260, 0.55272], [0.47734, -1.38432, 0.89162], [0.33258, 0.18983, -1.90692]], "forces_ev_per_a": [[1.618, 3.459, 0.277], [1.372, -0.581, -0.040], [-2.300, -4.493, 1.919], [1.534, 1.513, 0.825], [-0.157, 0.341, -0.199], [0.009, 0.059, -0.346], [-0.177, -0.257, -0.025], [-1.355, 0.345, 0.387], [-1.563, -1.932, 0.449], [-0.181, -0.048, 0.345], [0.017, 0.566, -0.841], [1.183, 1.027, -2.752]]}